No. 1
20
Properties=species:S:1:pos:R:3 method="wB97M-V/def2-TZVPD" orbital_gap_ev="5.80 / 5.80" total_charge=0 e_above_lowest_kj_mol=254.7
N -0.638 0.928 0.950
C 0.505 0.278 1.537
C -1.088 0.364 -0.164
N -2.025 0.965 -0.971
N 0.158 -0.593 2.623
N 0.062 -0.818 -2.061
N 2.134 0.587 -0.274
C -0.179 -0.711 -0.644
C 1.224 -0.300 0.381
H -1.175 1.604 1.474
H -2.555 1.740 -0.599
H -2.392 0.399 -1.722
H 0.823 -0.501 3.381
H 0.098 -1.582 2.377
H 0.310 0.078 -2.472
H -0.705 -1.227 -2.588
H 1.727 1.503 -0.413
H 2.453 0.211 -1.160
H -0.467 -1.682 -0.240
H 1.733 -1.242 0.584


No. 2
21
Properties=species:S:1:pos:R:3 method="wB97M-V/def2-TZVPD" orbital_gap_ev="8.10 / 8.10" total_charge=+2 e_above_lowest_kj_mol=552.0
C -2.999 2.011 -1.895
C -2.300 1.863 -0.570
O -2.731 2.581 0.398
N -1.355 0.922 -0.459
N -0.741 0.579 1.072
N 0.267 0.021 1.173
C 1.321 -0.444 0.428
N 2.045 -1.455 0.854
C 3.253 -1.814 0.156
N 1.702 -2.273 1.835
H -4.169 1.924 -1.788
H -3.223 3.055 -2.205
H -2.747 1.367 -2.701
H -2.324 2.413 1.389
H -1.288 0.159 -1.105
H 1.494 0.212 -0.446
H 3.832 -0.868 -0.003
H 3.958 -2.402 0.851
H 3.110 -2.377 -0.838
H 2.113 -3.173 1.689
H 0.780 -2.301 2.165


No. 3
22
Properties=species:S:1:pos:R:3 method="wB97M-V/def2-TZVPD" orbital_gap_ev=9.63 total_charge=0 e_above_lowest_kj_mol=0.0 smiles="NC(N)=O.NC(N)=O.CC#N"
N 14.177 23.953 7.199
C 13.722 23.197 8.231
N 12.384 22.859 8.166
O 14.365 22.916 9.238
H 15.173 24.090 7.131
H 13.825 23.735 6.280
H 11.886 22.861 7.295
H 12.100 22.181 8.852
N 19.312 20.249 1.814
C 19.292 19.461 0.673
N 18.060 19.307 0.103
O 20.299 18.940 0.206
H 18.434 20.411 2.263
H 20.166 20.511 2.261
H 18.078 18.864 -0.796
H 17.249 19.460 0.665
C 18.721 23.124 3.995
C 17.451 23.364 4.712
N 16.477 23.620 5.262
H 18.634 22.192 3.446
H 19.574 23.069 4.661
H 18.750 23.941 3.275


No. 4
17
Properties=species:S:1:pos:R:3 method="wB97M-V/def2-TZVPD" orbital_gap_ev="3.21 / 6.96" total_charge=-1 e_above_lowest_kj_mol=359.0 multiplicity=2 s2=0.755
C 0.883 -1.311 0.894
C 0.481 -2.302 1.779
N 1.390 -0.080 1.601
H 0.518 -0.520 -0.195
H 0.285 -3.326 1.501
H 0.249 -2.053 2.829
H 1.176 -0.121 2.609
H 2.409 -0.005 1.526
H 0.960 0.729 1.127
C -0.752 1.282 -1.030
O 0.428 0.555 -0.886
C -1.350 1.023 -2.401
H -0.573 2.351 -0.844
H -1.538 0.997 -0.302
H -2.279 1.596 -2.535
H -1.660 -0.024 -2.475
H -0.628 1.209 -3.197


No. 5
17
Properties=species:S:1:pos:R:3 method="wB97M-V/def2-TZVPD" orbital_gap_ev=10.05 total_charge=0 e_above_lowest_kj_mol=150.4 smiles=CN(C)CCO
C 1.475 0.230 -1.084
N 0.530 0.009 0.006
C 0.840 -1.245 0.685
C -0.853 0.057 -0.429
C -1.775 0.866 0.514
O -1.076 1.396 1.624
H 1.323 -0.513 -1.881
H 1.226 1.174 -1.560
H 2.486 0.255 -0.698
H 1.910 -1.297 0.883
H 0.598 -2.093 0.052
H 0.320 -1.362 1.630
H -1.173 -0.957 -0.719
H -0.869 0.535 -1.412
H -2.594 0.242 0.880
H -2.192 1.678 -0.066
H -0.177 1.024 1.575


No. 6
17
Properties=species:S:1:pos:R:3 method="wB97M-V/def2-TZVPD" orbital_gap_ev=9.98 total_charge=0 e_above_lowest_kj_mol=117.3 smiles=C[C@H](O)CCN
C -1.485 0.024 -0.881
C -0.269 -0.799 -0.448
O -0.586 -2.182 -0.536
C 0.222 -0.410 0.968
C 1.315 0.682 0.935
N 1.251 1.668 -0.134
H -1.579 0.959 -0.335
H -2.408 -0.525 -0.695
H -1.471 0.338 -1.883
H 0.565 -0.710 -1.124
H -1.326 -2.472 0.000
H -0.660 -0.170 1.558
H 0.722 -1.320 1.288
H 1.322 1.262 1.850
H 2.275 0.190 0.806
H 0.351 2.030 -0.398
H 1.762 1.436 -0.969


No. 7
17
Properties=species:S:1:pos:R:3 method="wB97M-V/def2-TZVPD" orbital_gap_ev=9.50 total_charge=0 e_above_lowest_kj_mol=265.8 smiles="C=CC.NCO"
C -0.551 -2.610 -0.792
C -0.597 -2.688 0.551
C -1.893 -2.803 1.294
H 0.206 -3.149 -1.354
H -1.306 -2.119 -1.402
H 0.319 -2.494 1.110
H -2.700 -2.394 0.689
H -1.894 -2.290 2.255
H -2.090 -3.850 1.517
N 1.984 3.739 -0.438
C 0.762 2.942 -0.566
O 1.132 1.600 -0.869
H 1.707 4.714 -0.478
H 2.402 3.593 0.473
H 0.181 3.292 -1.416
H 0.249 2.920 0.394
H 2.089 1.597 -0.967


No. 8
17
Properties=species:S:1:pos:R:3 method="wB97M-V/def2-TZVPD" orbital_gap_ev=9.90 total_charge=0 e_above_lowest_kj_mol=101.2 smiles=C1CCNC1.O
C 0.100 0.084 2.030
C 0.875 1.316 1.539
C 1.986 0.714 0.660
N 1.761 -0.769 0.653
C 0.308 -0.878 0.870
H 0.556 -0.332 2.918
H -0.967 0.261 2.174
H 1.306 1.858 2.391
H 0.208 2.011 1.037
H 2.972 0.925 1.058
H 1.984 1.093 -0.354
H 2.020 -1.003 -0.303
H -0.009 -1.903 1.061
H -0.223 -0.507 -0.010
O -4.329 -0.581 -5.282
H -3.505 -1.084 -5.319
H -5.042 -1.202 -5.124


No. 9
17
Properties=species:S:1:pos:R:3 method="wB97M-V/def2-TZVPD" orbital_gap_ev=10.16 total_charge=0 e_above_lowest_kj_mol=76.8 smiles=C[C@@H](O)CCN
C -0.424 -1.095 1.269
C -0.566 -0.837 -0.222
O -1.847 -1.337 -0.622
C -0.475 0.636 -0.634
C 0.696 1.455 -0.089
N 2.001 0.820 -0.187
H -0.701 -2.130 1.504
H -1.093 -0.449 1.847
H 0.600 -0.936 1.615
H 0.187 -1.422 -0.761
H -1.985 -1.104 -1.552
H -0.457 0.677 -1.732
H -1.408 1.145 -0.353
H 0.507 1.736 0.953
H 0.739 2.394 -0.653
H 2.061 0.223 -1.009
H 2.165 0.225 0.625


No. 10
17
Properties=species:S:1:pos:R:3 method="wB97M-V/def2-TZVPD" orbital_gap_ev=9.80 total_charge=0 e_above_lowest_kj_mol=140.6 smiles=CN[C@H](C)CO
C 1.066 1.918 -0.145
N -0.048 1.086 -0.574
C -0.418 -0.041 0.306
C -0.175 0.128 1.801
C 0.187 -1.324 -0.310
O -0.732 -1.936 -1.199
H 1.889 1.304 0.230
H 0.887 2.586 0.721
H 1.393 2.592 -0.937
H -0.813 1.712 -0.780
H -1.483 -0.166 0.128
H 0.877 0.299 1.962
H -0.609 -0.711 2.326
H -0.567 1.116 2.066
H 1.097 -1.031 -0.839
H 0.550 -2.036 0.437
H -0.581 -1.561 -2.056


No. 11
17
Properties=species:S:1:pos:R:3 method="wB97M-V/def2-TZVPD" orbital_gap_ev=9.74 total_charge=0 e_above_lowest_kj_mol=133.6 smiles=CN[C@@H](C)CO
C 1.272 1.566 0.377
N 1.353 0.170 -0.010
C 0.135 -0.660 0.150
C -0.960 -0.079 1.049
C -0.375 -1.024 -1.249
O -1.799 -1.311 -1.280
H 2.173 2.068 0.039
H 0.401 2.052 -0.064
H 1.183 1.748 1.465
H 2.081 -0.237 0.574
H 0.449 -1.583 0.644
H -1.774 -0.800 1.052
H -0.546 0.069 2.043
H -1.325 0.861 0.632
H 0.111 -1.925 -1.578
H -0.153 -0.230 -1.957
H -2.224 -0.684 -1.886


No. 12
17
Properties=species:S:1:pos:R:3 method="wB97M-V/def2-TZVPD" orbital_gap_ev=10.15 total_charge=0 e_above_lowest_kj_mol=123.4 smiles="C/C=C/CN.O"
C 2.138 0.238 -1.610
C 0.806 0.336 -0.946
C 0.353 1.319 -0.191
C -1.014 1.343 0.444
N -1.393 0.023 0.976
H 2.001 0.148 -2.691
H 2.742 1.125 -1.455
H 2.661 -0.655 -1.300
H 0.158 -0.524 -1.111
H 1.008 2.183 -0.015
H -1.034 2.125 1.201
H -1.775 1.625 -0.294
H -0.757 -0.199 1.734
H -2.307 0.101 1.405
O -1.139 -2.954 1.654
H -0.775 -2.543 0.860
H -1.672 -3.689 1.340


No. 13
17
Properties=species:S:1:pos:R:3 method="wB97M-V/def2-TZVPD" orbital_gap_ev=10.61 total_charge=0 e_above_lowest_kj_mol=113.8 smiles=C1CCNC1.O
C 1.678 -0.340 -0.173
C 0.671 -1.218 -0.970
C -0.783 -0.711 -0.614
N -0.494 0.717 -0.135
C 0.855 0.687 0.536
H 2.482 0.144 -0.899
H 2.201 -0.882 0.593
H 0.959 -2.265 -0.852
H 0.756 -0.923 -2.019
H -1.268 -0.622 -1.551
H -1.419 -1.274 0.048
H -0.331 1.246 -1.005
H 0.711 0.378 1.553
H 1.338 1.667 0.608
O -2.650 0.806 1.762
H -2.016 0.873 1.023
H -2.689 1.715 2.093


No. 14
17
Properties=species:S:1:pos:R:3 method="wB97M-V/def2-TZVPD" orbital_gap_ev=9.94 total_charge=0 e_above_lowest_kj_mol=404.7 smiles="[H]/N=C/OC.CC"
H -0.512 2.916 0.172
N -0.830 1.982 -0.054
C 0.056 1.162 -0.365
O -0.364 -0.114 -1.248
C -1.696 -0.123 -1.748
H 1.127 1.262 -0.529
H -2.230 0.763 -1.392
H -2.201 -1.027 -1.398
H -1.664 -0.135 -2.838
C 0.370 -0.482 1.289
C 1.750 -1.100 1.114
H -0.334 -1.179 1.758
H 0.398 0.387 1.941
H -0.186 -0.538 0.133
H 2.395 -0.433 0.537
H 1.687 -2.035 0.556
H 2.234 -1.305 2.071


No. 15
17
Properties=species:S:1:pos:R:3 method="wB97M-V/def2-TZVPD" orbital_gap_ev=10.08 total_charge=0 e_above_lowest_kj_mol=107.9 smiles=CC(C)NCO
C 1.113 1.497 0.822
C 0.811 0.000 0.871
C 1.756 -0.876 0.060
N -0.605 -0.248 0.478
C -0.910 -0.079 -0.940
O -2.256 -0.366 -1.195
H 0.639 1.967 -0.033
H 0.785 1.964 1.758
H 2.169 1.794 0.847
H 0.791 -0.393 1.885
H 1.306 -1.858 -0.057
H 1.967 -0.468 -0.936
H 2.764 -0.815 0.480
H -1.203 0.331 1.053
H -0.716 0.935 -1.296
H -0.237 -0.766 -1.456
H -2.418 -1.229 -0.766


No. 16
17
Properties=species:S:1:pos:R:3 method="wB97M-V/def2-TZVPD" orbital_gap_ev=9.84 total_charge=0 e_above_lowest_kj_mol=234.4 smiles="C=CO.CCN"
C 2.722 1.061 5.351
C 1.500 1.550 5.166
O 0.863 1.654 3.945
H 2.992 0.876 6.378
H 3.470 0.734 4.660
H 0.948 2.092 5.927
H -0.072 1.723 4.159
C -1.422 0.152 -3.310
C -1.134 -1.088 -4.090
N -1.310 -2.272 -3.206
H -2.503 0.282 -3.168
H -0.890 0.062 -2.298
H -0.846 1.066 -3.603
H -1.840 -1.218 -4.952
H -0.089 -1.146 -4.491
H -1.939 -2.917 -3.648
H -0.450 -2.609 -2.819


No. 17
17
Properties=species:S:1:pos:R:3 method="wB97M-V/def2-TZVPD" orbital_gap_ev=10.64 total_charge=0 e_above_lowest_kj_mol=39.7 smiles="CC(N)=O.CC"
C -0.595 1.528 0.565
C -0.812 1.647 -0.952
N -2.097 1.353 -1.371
O 0.058 2.021 -1.708
H -1.211 0.662 0.818
H -0.878 2.385 1.159
H 0.467 1.402 0.734
H -2.322 1.316 -2.346
H -2.751 1.396 -0.608
C 0.821 -1.901 1.075
C 1.747 -1.584 -0.089
H 1.115 -1.278 1.924
H -0.168 -1.598 0.719
H 0.770 -2.942 1.409
H 1.577 -0.555 -0.431
H 2.805 -1.763 0.126
H 1.475 -2.088 -1.024


No. 18
17
Properties=species:S:1:pos:R:3 method="wB97M-V/def2-TZVPD" orbital_gap_ev=10.58 total_charge=0 e_above_lowest_kj_mol=22.3 smiles="CC(N)=O.CC"
C 0.814 -2.037 -0.040
C 0.220 -2.053 1.357
N 0.902 -1.439 2.361
O -0.856 -2.585 1.565
H 1.862 -1.743 -0.019
H 0.222 -1.367 -0.610
H 0.708 -3.063 -0.369
H 0.582 -1.568 3.307
H 1.787 -0.974 2.257
C -1.480 2.429 -1.339
C -0.122 1.761 -1.111
H -1.364 3.511 -1.252
H -1.852 2.258 -2.345
H -2.181 2.139 -0.562
H -0.189 0.791 -0.624
H 0.558 2.357 -0.520
H 0.390 1.583 -2.057


No. 19
17
Properties=species:S:1:pos:R:3 method="wB97M-V/def2-TZVPD" orbital_gap_ev=9.97 total_charge=0 e_above_lowest_kj_mol=209.3 smiles="C=CCNC.O"
C 0.163 -1.332 0.131
C -0.034 -0.181 -0.480
C -0.519 1.077 0.162
N -1.852 1.390 -0.351
C -2.814 0.313 -0.152
H 0.277 -2.275 -0.384
H -0.101 -1.542 1.164
H -0.177 -0.144 -1.557
H 0.136 1.863 -0.133
H -0.492 0.961 1.252
H -2.259 2.174 0.141
H -2.944 -0.312 -1.048
H -3.815 0.752 -0.156
H -2.746 -0.402 0.673
O 5.981 -1.075 0.269
H 5.464 -0.815 -0.494
H 5.732 -0.454 0.966


No. 20
17
Properties=species:S:1:pos:R:3 method="wB97M-V/def2-TZVPD" orbital_gap_ev=10.84 total_charge=0 e_above_lowest_kj_mol=124.9 smiles="NC=O.CCC"
N -1.868 1.325 0.025
C -2.136 0.030 -0.280
O -2.011 -1.021 0.340
H -1.130 1.415 0.737
H -2.183 2.054 -0.628
H -2.697 -0.088 -1.259
C 1.001 -0.601 1.364
C 1.203 -0.958 -0.113
C 1.206 0.307 -1.040
H 0.018 -0.215 1.566
H 1.225 -1.368 2.083
H 1.660 0.126 1.555
H 2.079 -1.600 -0.350
H 0.259 -1.546 -0.390
H 0.925 0.212 -2.038
H 2.051 1.012 -0.935
H 0.397 0.915 -0.636